39
Properties=species:S:1:pos:R:3:forces:R:3 method="wB97M-V/def2-TZVPD" charge=0 spin_multiplicity=1 homo_lumo_gap_ev=9.928 lumo_energy_ev=-0.1 e_above_lowest_kj_mol=0.00 e_homo_ev=-10.010 max_force_ev_per_a=3.3
O -5.57167 16.87985 -42.10365 -0.5636 -0.4487 -3.2255
C -5.30511 17.08339 -40.99154 0.9495 0.1692 2.5980
O -6.26369 17.16018 -40.04622 -0.0089 0.2719 0.8486
C -5.71410 17.47730 -38.74475 0.3758 0.1597 -0.4484
C -4.20540 17.79526 -38.96403 -0.3829 -0.7082 -0.0397
C -3.92844 17.18571 -40.34697 -0.5104 0.5236 0.4306
H -5.89868 16.63488 -38.08137 0.0347 -0.0381 0.0033
H -6.25770 18.35174 -38.39687 -0.0477 -0.0422 0.2088
H -3.54342 17.37149 -38.20912 -0.2685 -0.0366 0.0998
H -4.05482 18.86540 -38.92490 0.0517 0.2589 -0.2968
H -3.57088 16.15978 -40.27188 0.2074 0.0049 -0.0128
H -3.25328 17.78018 -40.95102 0.0758 -0.1017 -0.1644
O -7.19283 24.27180 -33.02137 2.7371 -0.2693 -0.8957
C -8.28909 24.21282 -32.60751 -0.9409 -0.6681 0.9380
O -9.19834 25.06952 -32.99885 -1.5519 0.9784 -0.3325
C -10.50337 24.74808 -32.49159 0.0658 -0.3094 0.2449
C -10.32552 23.59692 -31.47321 -0.3506 -0.3686 -0.4681
C -8.84451 23.25442 -31.58567 -0.2062 0.1347 0.3455
H -11.09734 24.41807 -33.33833 -0.1821 0.1806 -0.0549
H -10.91639 25.64398 -32.05004 -0.1366 0.1917 -0.0256
H -10.93920 22.74705 -31.78400 0.0897 0.0871 -0.0131
H -10.67004 23.82894 -30.46973 0.2344 0.3231 0.0508
H -8.67628 22.23604 -31.90915 0.2057 -0.1790 0.0169
H -8.29490 23.43890 -30.66589 0.0772 -0.1827 0.0817
C -1.90176 20.31089 -37.16687 -0.3617 0.1549 0.0551
Cl -2.28744 19.05030 -36.00000 0.0327 -0.1123 0.3191
Cl -1.27921 19.62965 -38.65560 0.2515 -0.0150 -0.3842
H -2.82371 20.83880 -37.37190 -0.0457 0.0627 -0.1392
H -1.17332 20.99160 -36.75455 0.1898 -0.0286 0.1395
C -5.22709 23.79841 -40.24974 -0.2393 0.3312 0.2547
Cl -4.21993 22.44116 -40.67860 0.4360 -0.4109 -0.0457
Cl -6.40052 24.16216 -41.50546 -0.2926 0.0913 -0.2176
H -5.75404 23.55809 -39.33675 -0.0891 -0.0492 0.0203
H -4.62334 24.68358 -40.10265 0.1950 -0.0213 -0.0208
C -5.30958 22.98968 -35.73273 0.2036 0.0221 -0.1678
Br -3.72676 22.64739 -34.71514 0.1197 -0.1074 0.1193
Br -5.65501 21.59046 -37.00579 -0.0829 -0.2403 -0.0459
Br -5.18648 24.66875 -36.64043 -0.0500 0.2984 0.0304
H -6.13504 23.03154 -35.04691 -0.2217 0.0930 0.1938